# 1
Here is H20KrO10 as an isolated structure from the OMol25 dataset. Energies are from the ωB97M-V functional and the def2-TZVPD basis.

CARTESIAN COORDINATES (ANGSTROEM)
Kr: -8.8498 19.2266 -12.0997
O: -6.6376 21.6055 -11.0640
H: -7.2039 21.9764 -11.7407
H: -6.8313 20.6682 -11.0762
O: -5.2046 18.5989 -13.4393
H: -5.1729 19.5454 -13.5784
H: -4.3107 18.3013 -13.6086
O: -10.8787 16.5967 -10.9749
H: -11.6619 17.0071 -11.3415
H: -10.2288 17.2990 -10.9505
O: -10.6918 19.2317 -8.3570
H: -10.4151 20.1102 -8.6177
H: -9.9094 18.6912 -8.4668
O: -9.5927 16.3514 -14.6815
H: -9.3938 16.9472 -15.4038
H: -8.7364 16.0631 -14.3655
O: -6.7456 18.3572 -15.8857
H: -6.5626 18.1997 -14.9594
H: -7.0383 19.2679 -15.9210
O: -10.7605 22.0499 -12.0727
H: -10.9728 21.6218 -11.2433
H: -10.8903 22.9826 -11.9015
O: -9.7258 21.9134 -14.7497
H: -10.3287 22.1421 -14.0423
H: -10.1031 21.1258 -15.1415
O: -8.4707 17.8013 -8.8327
H: -7.7125 18.2594 -9.1954
H: -8.2724 16.8732 -8.9570
O: -6.1658 18.8712 -10.2360
H: -5.3102 19.1794 -9.9372
H: -5.9815 18.4050 -11.0514

Summary:
- Orbital gap: 10.50 eV
- Total charge: 0
- Molecular weight: 263.9 g/mol
- E_LUMO: -0.2 eV


# 2
Here is a 10-piece molecular cluster, H20O10 overall from the OMol25 dataset. Energies are from the ωB97M-V functional and the def2-TZVPD basis.

CARTESIAN COORDINATES (ANGSTROEM)
O: -1.8959 -0.4825 1.9795
H: -2.0946 -1.0933 2.7002
H: -2.1979 0.3731 2.3086
O: 0.5466 -0.0891 -4.0330
H: -0.2804 -0.4482 -4.3702
H: 0.2949 0.3585 -3.2151
O: -3.1689 -2.9321 0.7476
H: -3.9108 -2.5665 1.2402
H: -2.4553 -2.2936 0.8708
O: 1.9430 1.6372 -1.0286
H: 1.9478 2.3850 -1.6413
H: 2.8647 1.3611 -0.9223
O: 0.0974 -3.7340 2.2627
H: -0.0914 -3.3428 1.4014
H: -0.6435 -3.4907 2.8252
O: 1.7796 1.6492 1.9445
H: 2.4928 2.2669 2.1301
H: 1.7087 1.6221 0.9810
O: 3.2757 -0.9114 1.1685
H: 2.3090 -0.8298 1.1584
H: 3.4536 -1.7361 1.6304
O: -0.1509 3.6028 -1.4742
H: -0.1658 2.6353 -1.4251
H: -0.4399 3.7986 -2.3724
O: 0.5098 -0.6416 0.1306
H: -0.3012 -0.5149 0.6370
H: 0.6962 0.2138 -0.2814
O: -1.6704 0.9790 -1.8765
H: -2.3456 1.3563 -2.4527
H: -2.1073 0.8678 -1.0242

Summary:
- Orbital gap: 10.05 eV
- Total charge: 0
- Molecular weight: 180.2 g/mol
- Structure (SMILES): O.O.O.O.O.O.O.O.O.O
- E_LUMO: -0.3 eV


# 3
Here is a 10-piece molecular cluster, H20O10 overall at a distorted geometry from the OMol25 dataset. Energies are from the ωB97M-V functional and the def2-TZVPD basis.

CARTESIAN COORDINATES (ANGSTROEM)
O: -0.1462 -0.3439 -0.8491
H: -0.0123 -1.2982 -0.8305
H: -0.5737 -0.1507 -0.0071
O: 0.1127 3.9362 0.0053
H: -0.0627 4.6901 0.5796
H: -0.7419 3.4974 -0.0734
O: 1.6845 1.9426 -0.5873
H: 0.7465 1.8477 -0.3869
H: 1.9498 2.7308 -0.1001
O: -4.6682 -2.5776 0.5225
H: -3.9661 -2.9465 -0.0252
H: -4.5732 -3.0355 1.3653
O: 3.6957 0.0729 -1.1854
H: 3.6616 -0.6566 -1.8144
H: 4.1858 0.7605 -1.6501
O: -3.9442 1.8549 0.9780
H: -3.9493 1.0823 1.5542
H: -4.7424 1.7565 0.4467
O: 1.5774 0.2698 1.5314
H: 2.5219 0.0839 1.5801
H: 1.3865 0.2682 0.5866
O: 1.7371 -2.8055 -0.3770
H: 2.6147 -2.9578 -0.7453
H: 1.4373 -3.6832 -0.1148
O: -3.8515 -0.2722 -1.5645
H: -3.9358 0.6584 -1.8009
H: -3.6212 -0.2565 -0.6287
O: 3.8220 -1.0941 1.1993
H: 3.3220 -1.6884 0.6286
H: 4.3332 -1.6855 1.7632

Summary:
- Orbital gap: 9.18 eV
- Total charge: 0
- Molecular weight: 180.1 g/mol
- Structure (SMILES): O.O.O.O.O.O.O.O.O.O
- E_LUMO: 0.1 eV


# 4
Here is a 10-piece molecular cluster, H20O10 overall at a distorted geometry from the OMol25 dataset. Energies are from the ωB97M-V functional and the def2-TZVPD basis.

CARTESIAN COORDINATES (ANGSTROEM)
O: 0.0818 0.1917 -0.1762
H: -0.4243 -0.6096 -0.0009
H: -0.0643 0.3609 -1.1138
O: 0.3219 4.2158 2.0727
H: 0.4626 3.2873 2.2901
H: 0.4801 4.2609 1.1230
O: -1.3078 -3.8667 3.2600
H: -0.7797 -3.0944 3.4915
H: -0.7443 -4.3638 2.6564
O: 0.7623 -1.0132 3.3831
H: 0.6737 -0.0545 3.4264
H: 0.2186 -1.2651 2.6281
O: 3.6474 -1.0811 1.8581
H: 3.2729 -1.5563 1.1078
H: 4.2335 -0.4308 1.4550
O: -3.2295 2.2415 -3.5680
H: -3.8892 1.5646 -3.3796
H: -2.8410 1.9638 -4.4052
O: -4.2137 2.5516 0.2246
H: -4.0007 1.7291 -0.2305
H: -4.1930 3.2173 -0.4721
O: 1.6976 -3.1840 -2.8758
H: 2.5319 -3.5958 -3.1275
H: 1.1261 -3.3266 -3.6388
O: 0.8478 -2.4658 -1.3475
H: 0.0094 -2.8412 -1.0557
H: 1.3475 -2.3459 -0.5321
O: 1.6590 3.3551 -0.9183
H: 1.4216 2.4341 -0.7622
H: 0.8919 3.7212 -1.3726

Summary:
- Orbital gap: 9.65 eV
- Total charge: 0
- Molecular weight: 180.1 g/mol
- Structure (SMILES): O.O.O.O.O.O.O.O.O.O
- E_LUMO: -0.4 eV


# 5
Here is a 10-piece molecular cluster, H20O10 overall at a distorted geometry from the OMol25 dataset. Energies are from the ωB97M-V functional and the def2-TZVPD basis.

CARTESIAN COORDINATES (ANGSTROEM)
O: 0.7097 0.3940 -0.3115
H: 0.8501 -0.5591 -0.2806
H: 0.0217 0.5082 -0.9768
O: -1.0299 2.2023 1.5539
H: -1.7785 2.2851 2.1554
H: -1.3612 2.5496 0.7180
O: -3.7159 1.4700 -3.3485
H: -3.3911 2.2354 -3.8359
H: -3.3112 0.7181 -3.7956
O: 0.6022 0.4274 3.0268
H: 1.1798 1.1402 3.3223
H: 0.9885 0.1441 2.1905
O: -0.1140 -0.8988 1.6113
H: 0.3498 -1.7414 1.6742
H: -0.6499 -0.9851 0.8148
O: 1.9571 2.1509 1.1510
H: 1.8625 1.4167 0.5338
H: 2.9091 2.2265 1.2814
O: 0.0195 -1.3882 -2.4935
H: 0.0853 -1.8315 -1.6402
H: 0.9207 -1.1008 -2.6786
O: -1.9806 -2.4185 1.7747
H: -2.2608 -2.3047 2.6899
H: -2.5230 -3.1471 1.4523
O: 4.1320 -4.0694 -0.6856
H: 3.9159 -3.6661 0.1627
H: 5.0880 -3.9692 -0.7562
O: -1.2954 3.0930 -1.6660
H: -0.9650 2.8133 -2.5271
H: -1.2155 2.3050 -1.1168

Summary:
- Orbital gap: 9.18 eV
- Total charge: 0
- Molecular weight: 180.1 g/mol
- Structure (SMILES): O.O.O.O.O.O.O.O.O.O
- E_LUMO: -0.2 eV


# 6
Here is a 10-piece molecular cluster, H20O10 overall at a distorted geometry from the OMol25 dataset. Energies are from the ωB97M-V functional and the def2-TZVPD basis.

CARTESIAN COORDINATES (ANGSTROEM)
O: -0.2896 -0.2185 -0.2331
H: 0.4594 -0.4065 0.3629
H: -0.3696 0.6995 -0.1481
O: -2.1516 0.3835 -2.7091
H: -1.3576 -0.1395 -2.9021
H: -2.5106 -0.1025 -1.9971
O: 2.6014 -1.6555 -0.3131
H: 1.9404 -2.3025 -0.6351
H: 3.2454 -2.1635 0.1169
O: -0.2526 2.5685 -1.2811
H: 0.1834 2.2255 -2.0311
H: 0.4444 2.5985 -0.5941
O: -2.9136 2.3505 -0.3861
H: -2.1026 2.2135 -0.8561
H: -3.3346 1.5115 -0.2751
O: 0.6144 1.1755 2.1379
H: 1.3294 1.7895 1.8589
H: 1.1064 0.5025 2.5749
O: 3.6264 -0.2275 2.5469
H: 2.9744 -0.5365 1.8789
H: 3.7044 -0.9365 3.1339
O: 0.4914 -0.9385 -2.8351
H: 0.2044 -1.1355 -1.8921
H: 1.0894 -0.2245 -2.6061
O: -3.6916 -0.1425 -0.2021
H: -3.0136 -0.5135 0.3329
H: -4.4716 -0.5155 0.1439
O: 0.9674 -1.6085 2.1889
H: 1.4244 -2.4355 2.1939
H: 0.0524 -1.8155 2.4259

Summary:
- Orbital gap: 9.10 eV
- Total charge: 0
- Molecular weight: 180.2 g/mol
- Structure (SMILES): O.O.O.O.O.O.O.O.O.O
- E_LUMO: -0.5 eV


no.,highest occupied orbital energy (eV),DFT total energy (a.u.)
1,-10.66,-3517.993369
2,-10.36,-764.379596
3,-9.12,-764.337574
4,-10.00,-764.271534
5,-9.40,-764.276344
6,-9.61,-764.367482